(1)
Molecular formula: C30H35BF8N2O28P
Method: DFT, ωB97M-V/def2-TZVPD

Structure (XYZ):
```
105
Properties=species:S:1:pos:R:3
C -1.62 -0.31 -5.79
C -0.95 0.58 -5.35
B 0.01 1.70 -4.72
N -0.55 3.08 -5.15
N -0.02 1.56 -3.14
C 0.00 0.22 -2.60
C 1.24 -0.60 -2.69
O -0.99 -0.21 -2.09
C 0.89 2.36 -2.49
C 0.61 3.83 -2.51
O 1.88 1.96 -1.92
P 1.77 1.34 -5.56
O 2.77 2.58 -5.02
O 1.50 1.82 -7.14
H -2.34 -0.88 -6.29
H -1.32 3.33 -4.55
H -0.91 3.03 -6.09
H 1.06 -1.63 -2.86
H 1.71 -0.54 -1.72
H 1.96 -0.21 -3.37
H -0.44 4.04 -2.54
H 1.08 4.23 -1.63
H 1.11 4.21 -3.38
H 3.37 2.75 -5.73
H 0.57 1.73 -7.34
C 0.38 -5.53 -1.80
C 1.68 -5.87 -1.11
O 2.63 -5.18 -1.89
C 2.00 -4.09 -2.43
O 2.57 -3.17 -2.91
O 0.66 -4.22 -2.32
F 1.94 -7.21 -1.16
H 0.18 -6.21 -2.62
H -0.46 -5.51 -1.12
H 1.76 -5.54 -0.07
C 0.80 1.22 0.88
C 1.90 1.68 1.80
O 1.68 0.88 2.96
C 1.09 -0.28 2.54
O 1.00 -1.25 3.21
O 0.63 -0.16 1.28
F 1.76 3.00 2.14
H -0.13 1.76 1.06
H 1.07 1.31 -0.17
H 2.90 1.51 1.43
C -6.85 0.66 -4.92
C -5.77 0.05 -4.06
O -4.58 0.53 -4.62
C -4.86 1.74 -5.19
O -4.07 2.54 -5.54
O -6.22 1.89 -5.31
F -5.78 -1.31 -4.14
H -7.05 0.05 -5.80
H -7.78 0.85 -4.39
H -5.81 0.34 -3.01
C 5.34 3.76 2.82
C 5.49 2.26 2.77
O 6.90 2.10 2.78
C 7.43 3.17 3.43
O 8.54 3.23 3.84
O 6.51 4.15 3.56
F 4.98 1.74 1.62
H 5.37 4.20 1.82
H 4.43 4.08 3.32
H 5.06 1.73 3.62
C -1.23 4.00 3.83
C -1.20 4.47 2.40
O -2.12 5.54 2.41
C -2.12 6.06 3.68
O -2.58 7.11 3.98
O -1.52 5.21 4.54
F -1.61 3.48 1.58
H -2.03 3.27 4.00
H -0.29 3.56 4.15
H -0.22 4.83 2.07
C 2.03 0.46 6.65
C 0.75 1.23 6.42
O 1.22 2.55 6.19
C 2.48 2.43 5.66
O 3.05 3.31 5.12
O 2.96 1.19 5.84
F -0.06 1.22 7.51
H 2.34 0.51 7.70
H 1.97 -0.58 6.34
H 0.18 0.89 5.55
C -3.18 -2.13 -1.08
C -4.35 -1.33 -0.53
O -5.41 -2.27 -0.58
C -4.87 -3.51 -0.46
O -5.49 -4.49 -0.21
O -3.54 -3.46 -0.66
F -4.64 -0.29 -1.33
H -3.14 -2.08 -2.17
H -2.22 -1.83 -0.68
H -4.22 -0.98 0.49
C -1.02 -7.56 3.08
C 0.29 -7.97 3.71
O 1.24 -7.30 2.89
C 0.63 -6.19 2.39
O 1.19 -5.29 1.87
O -0.71 -6.26 2.57
F 0.50 -9.31 3.64
H -1.30 -8.22 2.26
H -1.85 -7.50 3.79
H 0.42 -7.64 4.74
```

Lowest unoccupied orbital energy (eV): 1.558
Highest occupied orbital energy (eV): -3.846
Total charge: -1
Gap between HOMO and LUMO (eV): 5.40
DFT total energy (eV): -123696.8075

(2)
Molecular formula: C30H35BrN5OPd
Method: DFT, ωB97M-V/def2-TZVPD

Structure (XYZ):
```
73
Properties=species:S:1:pos:R:3
Pd 0.02 2.48 0.31
C 1.23 5.60 -1.49
N 0.00 5.59 -0.73
C -1.23 5.59 -1.50
C -1.74 4.25 -1.95
N -1.47 3.11 -1.38
C -2.18 2.15 -2.10
C -2.21 0.77 -1.92
C -2.99 0.05 -2.79
C -3.73 0.67 -3.81
C -3.71 2.04 -4.00
C -2.91 2.77 -3.12
N -2.62 4.11 -3.01
C 1.74 4.26 -1.95
N 1.47 3.12 -1.40
C 2.18 2.16 -2.12
C 2.19 0.78 -1.95
C 2.98 0.06 -2.83
C 3.73 0.69 -3.84
C 3.71 2.06 -4.01
C 2.91 2.79 -3.13
N 2.62 4.13 -3.01
H 2.02 6.05 -0.88
H 1.11 6.25 -2.36
H 0.00 4.79 -0.07
H -1.09 6.23 -2.38
H -2.02 6.06 -0.91
H -1.60 0.33 -1.13
H -3.04 -1.03 -2.69
H -4.34 0.06 -4.47
H -4.28 2.51 -4.79
H -2.95 4.86 -3.59
H 1.59 0.34 -1.16
H 3.02 -1.02 -2.74
H 4.33 0.08 -4.50
H 4.28 2.54 -4.80
H 2.96 4.88 -3.58
C 1.24 -2.67 5.89
C -0.01 -3.04 5.08
C -1.25 -2.65 5.88
C -0.02 -4.56 4.90
C 0.00 -2.30 3.74
C 0.01 -0.91 3.71
C 0.02 -0.23 2.51
Br 0.03 1.69 2.65
C 0.01 -0.85 1.22
O 0.01 -0.17 0.14
C 0.01 -2.28 1.27
C 0.00 -2.94 2.50
C 0.01 -3.19 0.03
C 0.04 -2.48 -1.33
C -1.26 -4.06 0.04
C 1.24 -4.12 0.07
H 1.24 -3.18 6.85
H 1.29 -1.59 6.07
H 2.15 -2.96 5.34
H -1.27 -3.16 6.85
H -2.16 -2.92 5.34
H -1.29 -1.58 6.06
H -0.02 -5.05 5.87
H 0.87 -4.90 4.35
H -0.90 -4.89 4.35
H 0.01 -0.34 4.63
H -0.01 -4.02 2.48
H -0.82 -1.83 -1.47
H 0.04 -3.24 -2.12
H 0.93 -1.86 -1.44
H -2.15 -3.43 0.00
H -1.33 -4.68 0.93
H -1.27 -4.73 -0.83
H 2.15 -3.52 0.05
H 1.25 -4.78 -0.81
H 1.26 -4.74 0.96
```

Lowest unoccupied orbital energy (eV): 2.469
Highest occupied orbital energy (eV): -2.615
ΔE to the lowest compared entry with this formula, charge and spin (kJ/mol): 60.1
Total charge: -1
Gap between HOMO and LUMO (eV): 5.08
DFT total energy (eV): -114700.7903